The following is a quantum chemistry calculation of a 3-piece molecular cluster, C35H82F3N8O12P4 overall at a distorted geometry, from the OMol25 dataset.

Structure (ORCA input):
```
! wB97M-V def2-TZVPD RIJCOSX def2/J DEFGRID3
* xyz 1 1
C 6.796 0.273 0.110
C 5.999 -0.474 -0.976
C 4.651 0.195 -1.271
C 3.698 0.159 -0.083
C 2.430 0.994 -0.355
C 1.177 0.255 0.147
C -0.112 0.651 -0.567
O -0.916 -0.495 -0.692
C -2.138 -0.343 -1.448
C -1.749 -0.326 -2.950
C -2.722 -0.989 -3.940
N -2.223 -2.300 -4.388
P -3.097 -1.873 -0.967
P -1.660 -3.499 -1.319
O -0.360 -3.058 -1.845
O -1.489 -4.240 0.082
O -2.395 -4.532 -2.273
C -2.927 0.950 -1.064
C -4.039 1.262 -2.084
O -5.029 0.274 -2.108
C -5.935 0.338 -1.024
N -1.995 2.112 -0.890
C -2.680 3.435 -0.685
O -2.864 4.121 -1.884
C -1.762 4.731 -2.431
F -2.188 5.711 -3.194
F -0.937 5.217 -1.517
F -1.084 3.863 -3.197
C -0.864 1.823 0.102
C -1.344 1.364 1.465
C -2.379 2.226 2.217
C -2.741 1.566 3.536
O -2.486 2.090 4.580
O -3.380 0.377 3.509
O 0.008 2.892 -0.002
C 0.445 3.583 1.169
C 1.575 4.567 0.749
O 1.805 4.538 -0.634
C 2.189 5.821 -1.137
C 2.612 5.639 -2.571
H 6.711 -0.204 1.083
H 7.845 0.324 -0.175
H 6.443 1.301 0.205
H 6.579 -0.426 -1.897
H 5.864 -1.519 -0.698
H 4.881 1.239 -1.505
H 4.229 -0.288 -2.155
H 3.442 -0.886 0.109
H 4.224 0.521 0.801
H 2.546 1.963 0.124
H 2.333 1.081 -1.437
H 1.329 -0.791 -0.122
H 1.102 0.278 1.234
H 0.205 1.015 -1.557
H -0.787 -0.833 -3.010
H -1.573 0.714 -3.245
H -3.751 -1.057 -3.599
H -2.746 -0.330 -4.818
H -1.560 -2.112 -5.134
H -2.997 -2.740 -4.880
H -3.124 -1.812 0.441
H -0.675 -4.764 0.019
H -3.174 -4.137 -2.682
H -3.425 0.732 -0.118
H -3.644 1.419 -3.086
H -4.552 2.196 -1.829
H -5.502 -0.082 -0.111
H -6.796 -0.272 -1.283
H -6.301 1.353 -0.848
H -1.506 2.183 -1.793
H -2.215 4.023 0.100
H -3.678 3.222 -0.314
H -1.787 0.373 1.368
H -0.499 1.211 2.130
H -3.306 2.243 1.632
H -2.044 3.221 2.481
H -3.746 0.219 2.631
H 0.859 2.924 1.928
H -0.377 4.193 1.542
H 2.490 4.337 1.304
H 1.281 5.572 1.065
H 1.311 6.475 -1.100
H 2.974 6.251 -0.512
H 1.765 5.386 -3.207
H 3.058 6.557 -2.951
H 3.348 4.843 -2.673
O 0.374 -3.503 -6.828
P 1.312 -4.348 -7.638
N 2.135 -5.270 -6.439
C 3.161 -4.664 -5.610
C 1.213 -6.070 -5.643
N 2.270 -3.143 -8.369
C 3.715 -3.149 -8.401
C 1.752 -1.782 -8.362
N 1.651 -5.460 -8.943
C 0.529 -5.556 -9.896
C 2.238 -6.782 -8.736
H 3.566 -5.418 -4.932
H 2.790 -3.821 -5.010
H 4.004 -4.327 -6.208
H 0.530 -6.624 -6.295
H 0.607 -5.457 -4.965
H 1.766 -6.806 -5.057
H 4.143 -2.706 -7.493
H 4.076 -2.568 -9.254
H 4.113 -4.156 -8.526
H 1.930 -1.271 -7.406
H 0.683 -1.771 -8.555
H 2.230 -1.206 -9.157
H -0.314 -6.119 -9.485
H 0.851 -6.037 -10.819
H 0.176 -4.554 -10.155
H 1.596 -7.468 -8.175
H 3.197 -6.707 -8.235
H 2.423 -7.222 -9.719
O 0.833 0.218 9.640
P -0.507 0.654 10.151
N -1.563 0.279 8.839
C -1.581 1.109 7.649
C -1.533 -1.135 8.502
N -0.227 2.318 10.387
C -1.097 3.370 9.917
C 1.161 2.761 10.427
N -1.773 0.661 11.359
C -1.312 0.112 12.647
C -3.137 0.217 11.092
H -2.321 0.728 6.945
H -0.606 1.151 7.141
H -1.902 2.123 7.877
H -1.652 -1.745 9.403
H -0.592 -1.430 8.021
H -2.364 -1.379 7.836
H -0.877 3.647 8.878
H -0.972 4.266 10.532
H -2.149 3.091 9.993
H 1.591 2.881 9.424
H 1.779 2.056 10.974
H 1.221 3.719 10.949
H -1.194 -0.976 12.613
H -2.012 0.362 13.444
H -0.345 0.549 12.912
H -3.218 -0.851 10.860
H -3.581 0.787 10.282
H -3.733 0.413 11.986
*
```

Summary:
E_HOMO: -0.349 Eh
M: 987.975 g mol⁻¹
HOMO-LUMO gap: 0.2578 Ha
LUMO: -2.485 eV